DFT (ωB97M-V/def2-TZVPD) results for a structure of composition C20H15N6O6S2Sn at a distorted geometry.

Results
Electronic energy in eV: -69705.2565
LUMO level in eV: -5.28
HOMO in hartree: -0.3805
Gap between HOMO and LUMO in Eh: 0.1866

```
! RIJCOSX wB97M-V def2-TZVPD def2/J DEFGRID3
* xyz 1 1
Sn 0.5428 -1.3439 1.4166
O 2.4572 -0.0780 4.8884
C 2.1156 -0.5255 3.8836
O 1.2904 -1.4953 3.5546
C 2.7501 0.1388 2.5538
C 3.7845 1.0525 2.6172
C 4.2557 1.5581 1.4087
C 3.6775 1.1930 0.1693
C 2.6469 0.2969 0.2130
N 2.2866 -0.1806 1.3937
C 1.7838 -0.2695 -0.9106
O 1.7046 0.1847 -1.9933
O 1.0852 -1.3504 -0.5323
H 4.1797 1.3231 3.5796
H 5.0737 2.2604 1.4211
H 3.9808 1.5951 -0.7833
N -3.5867 0.5889 -4.9740
C -3.2410 0.4262 -3.6709
C -4.1642 0.7107 -2.6454
C -3.8013 0.5471 -1.3181
C -2.5277 0.1162 -1.0023
C -1.6168 -0.2086 -1.9942
C -1.9572 -0.0389 -3.3298
S -2.1134 -0.2673 0.6876
O -3.2773 0.0277 1.4521
O -1.6613 -1.6725 0.5826
N -0.7583 0.4428 1.1055
C -0.5068 1.7960 0.8994
N -1.3509 2.4485 0.1484
C -1.0724 3.7365 0.0033
C 0.0495 4.3191 0.5858
C 0.8652 3.4961 1.3153
N 0.6024 2.2141 1.4928
H -4.4930 0.9207 -5.2486
H -2.9336 0.3940 -5.7130
H -5.1484 1.0511 -2.9246
H -4.4768 0.7577 -0.5104
H -0.6435 -0.5693 -1.7228
H -1.2559 -0.2640 -4.1153
H -1.7536 4.3037 -0.6061
H 0.2749 5.3669 0.4676
H 1.7680 3.8748 1.7685
S 1.0263 -5.9083 -0.3182
C 0.2665 -5.8400 1.2117
C 0.2593 -4.5652 1.6697
N 0.8471 -3.6666 0.8267
C 1.2854 -4.2420 -0.2575
H -0.1284 -6.7103 1.6889
H -0.1600 -4.2356 2.6131
H 1.7689 -3.7098 -1.0481
*
```



DFT (ωB97M-V/def2-TZVPD) results for a cluster of 2 separate species, C3H4FN in total at a distorted geometry.

Results
Electronic energy in eV: -7378.0284
LUMO level (alpha / beta) in eV: -2.58 / -2.62
HOMO (alpha / beta) in hartree: -0.4072 / -0.4057
Gap between HOMO and LUMO (alpha / beta) in Eh: 0.3124 / 0.3093

```
! RIJCOSX wB97M-V def2-TZVPD def2/J DEFGRID3
* xyz 0 1
C -2.1267 0.2210 -0.6625
C 0.0228 -0.7570 0.4212
C 1.0191 0.3637 0.1633
N -3.1479 0.5510 -1.0598
F 1.1188 0.8176 -1.1484
H -0.1186 -1.0002 1.4471
H 0.2644 -1.4987 -0.2568
H 2.1531 0.1311 0.3733
H 0.8150 1.1715 0.7227
*
```



DFT (ωB97M-V/def2-TZVPD) results for a structure of composition C23H52O20P4S at a distorted geometry.

Results
Electronic energy in eV: -113636.3835
LUMO level in eV: -0.91
HOMO in hartree: -0.3061
Gap between HOMO and LUMO in Eh: 0.2725

```
! RIJCOSX wB97M-V def2-TZVPD def2/J DEFGRID3
* xyz 0 1
C -2.6094 -7.1440 1.0140
C -3.3552 -6.3449 -0.0664
C -3.1607 -4.8094 0.0640
C -1.9832 -4.3977 -0.8168
C -1.6243 -2.8864 -0.8804
C -2.4317 -1.9753 0.0816
P -4.1230 -1.6004 -0.6098
C -5.2911 -2.1745 0.7000
O -4.3200 -2.6252 -1.9040
C -1.6581 -0.6514 0.2805
C -2.4228 0.5380 0.8245
C -3.0535 0.2826 2.1840
O -3.9408 1.3801 2.4635
C -5.0718 1.0123 3.1090
O -6.1549 1.0985 2.6050
O -1.0718 -0.2416 -0.9877
S 0.3195 -0.9838 -1.0945
O 1.2350 -0.4931 -0.1076
O 0.7555 -0.8359 -2.4495
C -0.0914 -2.7078 -0.7392
C 0.7173 -3.6156 -1.6814
C 1.4174 -4.7313 -0.9350
O 1.1619 -5.8884 -1.0710
O 2.4351 -4.3488 -0.1087
H -1.8010 -6.5838 1.4800
H -2.1566 -8.0237 0.5545
H -3.3094 -7.5402 1.7476
H -4.4212 -6.5632 -0.0673
H -2.9612 -6.6281 -1.0433
H -2.9180 -4.6077 1.1096
H -4.0953 -4.3500 -0.2367
H -2.2077 -4.7146 -1.8355
H -1.1346 -5.0081 -0.5041
H -1.8431 -2.5404 -1.8936
H -2.4947 -2.4187 1.0786
H -6.1606 -2.6848 0.2916
H -4.7769 -2.7716 1.4549
H -5.6543 -1.2760 1.2010
H -5.1681 -2.4137 -2.3042
H -0.8751 -0.8507 1.0178
H -3.1413 0.9397 0.1137
H -1.6943 1.3392 0.9689
H -3.5350 -0.6916 2.2819
H -2.2499 0.3048 2.9273
H -4.9752 0.6669 4.1503
H 0.1717 -2.8573 0.3113
H 0.0639 -4.0297 -2.4424
H 1.5017 -3.0695 -2.2054
H 2.1605 -3.5689 0.3903
C 2.3737 2.6358 5.4532
O 1.1049 1.9423 5.4240
P 1.0753 0.3609 5.1317
O -0.1419 0.1007 4.3417
O 0.9809 -0.1248 6.6605
C -0.2550 0.0548 7.3498
O 2.1854 -0.7305 4.7885
C 2.8254 -0.6163 3.4980
H 2.1855 3.6795 5.6830
H 3.0251 2.2094 6.2195
H 2.8544 2.5734 4.4770
H -1.0949 0.0931 6.6564
H -0.2236 0.9735 7.9368
H -0.3826 -0.7921 8.0204
H 3.2224 0.3855 3.3343
H 2.1017 -0.8506 2.7172
H 3.6464 -1.3261 3.4662
C 4.9958 6.2973 0.7801
O 3.7048 6.0265 1.3571
P 3.0206 7.1047 2.4110
O 2.3320 6.1647 3.3274
O 2.0945 7.7265 1.2376
C 1.1252 6.8799 0.6204
O 2.8826 8.5383 3.1659
C 3.7167 8.7756 4.3179
H 5.2322 5.4777 0.1072
H 4.9802 7.2300 0.2105
H 5.7634 6.3496 1.5535
H 0.8252 6.0700 1.2853
H 1.5249 6.4640 -0.3050
H 0.2583 7.4948 0.3894
H 4.7665 8.5777 4.1025
H 3.3871 8.1527 5.1491
H 3.6097 9.8234 4.5834
C 1.9275 2.0045 -8.7915
O 0.9991 1.2388 -8.0036
P 1.2592 -0.3476 -7.7859
O -0.0624 -0.9870 -7.7706
O 1.9687 -0.2308 -6.3563
C 1.1552 0.0843 -5.2167
O 2.3579 -1.3841 -8.3120
C 2.3319 -1.7186 -9.7141
H 1.5865 3.0359 -8.7898
H 2.9307 1.9616 -8.3607
H 1.9520 1.6440 -9.8211
H 0.1171 -0.2094 -5.3671
H 1.2051 1.1566 -5.0206
H 1.5519 -0.4456 -4.3608
H 2.3323 -0.8253 -10.3396
H 1.4524 -2.3221 -9.9357
H 3.2298 -2.2914 -9.9265
*
```



DFT (ωB97M-V/def2-TZVPD) results for a cluster of 2 separate species, C5H12N2 in total at a distorted geometry.

Results
Electronic energy in eV: -8353.5316
LUMO level (alpha / beta) in eV: 0.37 / 0.37
HOMO (alpha / beta) in hartree: -0.3209 / -0.3210
Gap between HOMO and LUMO (alpha / beta) in Eh: 0.3344 / 0.3344

```
! RIJCOSX wB97M-V def2-TZVPD def2/J DEFGRID3
* xyz 0 1
C -0.3125 -0.3866 0.1179
C 1.1153 1.4678 0.9352
C -0.7458 1.9043 -0.5885
C 0.6309 -2.4824 -0.9455
C -0.3010 0.9940 0.5333
N -1.4024 -1.0345 -0.4919
N -0.0150 -1.0867 -0.9988
H -0.2220 -1.3696 1.8224
H 0.9853 2.0457 1.8130
H 1.6001 1.9947 0.1853
H 1.5642 0.5730 1.2992
H 0.0030 1.8156 -1.3639
H -0.5716 2.8999 -0.1678
H -1.7086 1.7746 -0.9274
H 0.5592 -2.8932 0.0127
H -0.1442 -2.9573 -1.5476
H 1.6666 -2.3520 -1.2299
H -0.9906 0.9248 1.4642
H -1.7109 -1.8322 0.0779
*
```